C33H72F2N5O7S2Sr | the ωB97M-V functional and the def2-TZVPD basis

Summary:
Net charge: +3
LUMO level: -7.7 eV
E_HOMO: -0.577 hartree
2S+1: 1
Orbital gap: 8.036 eV

```
122
Properties=species:S:1:pos:R:3:forces:R:3:mulliken_charge:R:1
Sr -4.571 -1.140 2.832 0.48 -0.69 -0.77 1.929
N -1.698 -1.356 1.821 0.32 -1.19 1.56 1.179
O -2.056 -0.452 2.665 -0.44 0.66 -0.02 -0.833
O -0.518 -1.620 1.690 -0.29 0.56 -0.63 -0.421
O -2.613 -2.048 1.332 -0.16 0.39 -0.34 -0.640
C 0.508 -4.080 6.534 0.21 -0.32 1.03 -1.465
C 0.739 -3.225 5.312 -0.66 0.74 0.00 -0.089
C 1.372 -1.873 5.661 1.14 -0.12 0.12 -0.843
C 1.293 -0.883 4.516 -0.33 -0.41 -0.62 -0.584
N 1.344 0.575 4.894 -0.75 -0.55 -0.89 0.560
C 0.079 0.932 5.680 0.84 0.25 0.49 -0.493
C -0.501 2.202 5.054 0.30 0.76 0.40 -0.874
C 0.555 2.670 4.043 -0.46 -0.12 -1.01 -0.184
C 1.210 1.373 3.623 1.05 0.02 -0.12 -0.637
C 2.607 0.987 5.640 -0.47 -0.67 -0.09 -0.571
C 3.860 0.330 5.107 0.58 -0.14 -0.50 -0.152
C 5.127 1.030 5.585 0.27 0.13 0.27 -1.552
H 0.199 -5.102 6.326 -0.21 0.12 -0.27 0.398
H -0.212 -3.631 7.224 -0.23 0.00 -0.27 0.353
H 1.391 -4.198 7.172 0.25 0.14 -0.37 0.349
H -0.222 -2.954 4.853 -0.08 -0.48 -0.09 0.125
H 1.321 -3.755 4.558 0.09 0.10 -0.02 0.366
H 2.427 -2.067 5.875 -0.04 0.11 0.16 0.274
H 0.976 -1.441 6.585 -0.35 -0.19 -0.07 0.434
H 0.364 -0.986 3.948 -0.21 0.02 0.37 -0.046
H 2.029 -1.090 3.736 0.36 0.21 0.31 0.678
H 0.477 1.072 6.682 -0.59 0.18 0.21 0.351
H -0.599 0.086 5.690 0.04 -0.05 -0.16 0.395
H -0.623 3.003 5.782 -0.14 -0.24 0.24 0.374
H -1.486 2.042 4.619 0.17 -0.21 -0.23 0.312
H 1.229 3.438 4.419 0.16 -0.29 0.33 0.472
H 0.111 3.127 3.156 -0.17 -0.01 0.11 -0.123
H 2.211 1.421 3.190 -0.02 0.37 0.05 0.273
H 0.618 0.815 2.897 -0.35 -0.07 0.33 0.201
H 2.412 0.694 6.669 0.26 0.25 0.13 0.491
H 2.656 2.068 5.532 0.05 0.05 0.29 0.381
H 3.813 0.256 4.015 0.14 0.36 -0.02 0.421
H 3.992 -0.706 5.421 -0.50 -0.02 0.17 0.102
H 5.191 2.105 5.416 -0.33 0.00 -0.14 0.376
H 6.010 0.596 5.118 -0.07 -0.11 -0.01 0.398
H 5.229 0.868 6.660 0.07 0.09 0.00 0.366
C 0.440 1.722 -5.650 0.08 0.43 -0.97 -1.005
C 1.659 0.819 -5.722 0.53 -0.05 -0.26 -0.904
C 1.642 -0.284 -4.672 0.03 0.25 0.42 0.157
C 2.834 -1.224 -4.706 -0.17 -0.48 -0.48 -1.463
N 2.567 -2.594 -4.091 1.30 1.20 0.47 0.682
C 1.785 -3.489 -5.026 -0.31 -0.46 0.50 -0.422
C 2.642 -4.739 -5.301 -0.24 0.49 0.24 -0.724
C 3.724 -4.710 -4.244 1.51 -0.07 0.69 -0.556
C 3.949 -3.236 -3.921 -0.61 -0.64 -1.05 -0.829
C 1.936 -2.358 -2.737 -1.45 -0.87 -0.67 -0.777
C 1.933 -3.575 -1.838 0.12 -0.27 0.52 -0.254
C 1.220 -3.286 -0.522 0.65 0.31 0.81 -1.735
H 0.585 2.531 -6.372 0.09 0.17 0.25 0.476
H 0.329 2.171 -4.662 -0.15 -0.10 0.04 -0.034
H -0.488 1.277 -6.014 0.00 -0.38 0.49 0.388
H 2.549 1.449 -5.616 0.02 -0.09 0.31 0.354
H 1.803 0.399 -6.722 -0.40 -0.11 0.00 0.471
H 0.699 -0.835 -4.738 0.05 -0.06 -0.13 0.391
H 1.656 0.206 -3.691 -0.28 -0.05 0.01 0.147
H 3.698 -0.830 -4.172 -0.07 0.18 0.01 0.522
H 3.154 -1.455 -5.723 -0.01 0.20 -0.04 0.508
H 0.860 -3.736 -4.508 -0.08 0.00 -0.15 0.324
H 1.563 -2.953 -5.944 -0.09 0.18 0.11 0.366
H 2.048 -5.644 -5.223 -0.03 -0.01 -0.30 0.332
H 3.065 -4.630 -6.298 0.05 -0.33 -0.01 0.352
H 3.561 -5.299 -3.343 -0.60 0.03 -0.10 0.293
H 4.684 -5.092 -4.603 -0.16 -0.09 -0.23 0.496
H 4.384 -3.004 -2.956 -0.09 0.10 0.05 0.314
H 4.559 -2.830 -4.727 0.09 0.21 0.18 0.552
H 0.880 -2.164 -2.944 0.08 0.30 -0.06 0.223
H 2.340 -1.439 -2.320 0.44 -0.24 0.22 0.383
H 2.951 -3.920 -1.661 -0.02 0.01 0.26 0.498
H 1.402 -4.421 -2.281 0.08 0.15 -0.42 0.336
H 1.717 -2.488 0.042 -0.13 0.26 -0.30 0.304
H 1.308 -4.115 0.180 -0.22 -0.30 -0.34 0.514
H 0.166 -3.032 -0.621 -0.01 -0.02 -0.16 0.327
C -4.586 4.993 -4.903 -0.03 0.00 -0.01 -1.316
C -4.359 4.730 -3.417 -0.51 -0.07 0.17 -0.528
C -2.907 4.399 -3.079 0.08 -0.21 -1.19 -0.404
C -2.738 4.063 -1.617 0.01 1.56 0.41 -0.839
N -1.361 3.620 -1.207 -0.24 -0.71 0.07 0.499
C -1.122 3.714 0.285 0.21 -0.48 -0.41 -0.809
C 0.401 3.850 0.404 0.02 -0.22 0.94 -0.208
C 0.897 4.400 -0.934 0.97 0.53 0.52 -1.346
C -0.337 4.598 -1.774 -0.36 -0.53 0.53 -0.459
C -1.082 2.204 -1.672 0.00 0.79 -0.86 -0.698
C -1.891 1.098 -1.024 0.82 -0.30 1.17 0.025
C -1.954 -0.158 -1.894 -0.92 0.60 -0.70 -1.137
H -4.737 4.078 -5.475 0.25 -0.06 0.04 0.323
H -3.745 5.550 -5.321 -0.06 -0.01 -0.11 0.338
H -5.485 5.587 -5.060 0.02 0.06 0.07 0.397
H -5.032 3.939 -3.071 0.08 -0.06 -0.04 0.346
H -4.665 5.622 -2.861 0.17 0.00 0.08 0.353
H -2.333 5.255 -3.446 0.20 0.12 0.64 0.388
H -2.533 3.601 -3.735 -0.35 -0.26 0.15 0.264
H -3.540 3.417 -1.266 0.38 -0.47 0.02 0.378
H -2.851 4.994 -1.050 -0.27 -0.02 -0.05 0.554
H -1.470 2.792 0.741 -0.25 0.13 0.09 0.381
H -1.703 4.554 0.656 0.19 0.13 0.04 0.517
H 0.873 2.907 0.693 -0.18 -0.21 -0.44 0.034
H 0.657 4.476 1.260 -0.12 0.36 -0.25 0.702
H 1.682 3.806 -1.402 -0.31 -0.36 -0.04 0.423
H 1.406 5.345 -0.741 -0.23 0.15 -0.26 0.381
H -0.186 4.391 -2.828 -0.23 0.32 -0.11 0.355
H -0.799 5.554 -1.540 0.20 0.24 -0.57 0.519
H -0.001 2.100 -1.575 -0.06 -0.42 0.10 0.630
H -1.301 2.250 -2.740 0.07 -0.17 -0.01 0.151
H -2.875 1.437 -0.693 -0.15 0.00 -0.48 0.338
H -1.414 0.814 -0.076 0.16 0.10 -0.08 -0.254
H -2.791 -0.036 -2.589 -0.08 -0.22 0.09 0.437
H -2.143 -1.042 -1.291 0.16 -0.12 -0.09 0.406
H -1.105 -0.273 -2.570 0.36 -0.10 0.45 -0.105
N -5.661 -3.181 2.069 -0.58 -0.55 -3.18 -0.420
S -6.418 -4.594 2.345 -1.11 -1.91 5.26 0.842
O -5.630 -5.746 2.120 0.23 0.31 -0.73 -0.492
O -7.814 -4.573 2.134 0.02 0.21 -0.98 -0.483
F -6.365 -4.437 3.956 0.48 0.36 -0.43 -0.314
S -5.842 -3.278 0.382 1.48 1.64 -2.19 1.117
O -7.138 -3.039 -0.117 -0.49 0.04 0.58 -0.549
O -4.979 -4.173 -0.297 -0.06 -0.53 0.82 -0.517
F -5.082 -1.876 0.026 0.08 0.91 1.13 -0.275
```
Positions in Å, forces in eV/Å.